Below is a structure of composition C45H51BBrF4N6O5OsSSeSi, with properties calculated with wB97M-V/def2-TZVPD.

```
! wB97M-V def2-TZVPD RIJCOSX def2/J DEFGRID3
* xyz 1 1
Os 0.07 0.27 1.58
C -4.64 6.58 0.59
C -4.16 5.74 1.78
C -5.37 5.38 2.65
C -3.18 6.59 2.60
C -3.45 4.46 1.32
C -2.99 3.55 2.26
C -2.28 2.46 1.82
Br -1.64 1.22 3.14
C -1.97 2.14 0.48
O -1.23 1.07 0.18
C -2.50 3.04 -0.47
C -3.19 4.16 0.00
C -2.39 2.90 -2.00
C -1.71 1.63 -2.48
C -3.81 2.89 -2.59
C -1.61 4.10 -2.56
H -5.14 7.47 0.96
H -5.35 6.03 -0.03
H -3.80 6.90 -0.03
H -5.93 6.29 2.91
H -5.08 4.90 3.58
H -6.05 4.71 2.11
H -3.65 7.51 2.93
H -2.31 6.85 1.99
H -2.82 6.05 3.48
H -3.19 3.67 3.32
H -3.56 4.85 -0.75
H -2.20 0.74 -2.08
H -0.66 1.60 -2.21
H -1.78 1.60 -3.57
H -4.39 2.05 -2.20
H -3.76 2.80 -3.68
H -4.36 3.81 -2.36
H -0.59 4.10 -2.18
H -2.08 5.05 -2.31
H -1.57 4.03 -3.66
F -2.84 -2.11 2.74
B -1.49 -2.26 2.83
F -0.90 -1.80 1.43
F -0.91 -1.46 3.79
F -1.07 -3.57 2.97
C 8.86 -1.60 -0.42
C 8.07 -2.69 0.30
S 6.54 -3.07 -0.51
O 5.73 -3.88 0.37
O 6.81 -3.53 -1.85
C 5.67 -1.50 -0.67
C 4.33 -1.83 -1.34
N 3.27 -0.91 -0.95
C 2.37 -1.17 0.02
N 1.49 -0.17 0.11
C 1.84 0.78 -0.80
C 2.94 0.33 -1.46
N 3.66 1.02 -2.50
O 3.16 2.04 -2.91
O 4.72 0.54 -2.87
C 2.37 -2.40 0.86
H 9.89 -1.58 -0.05
H 8.43 -0.62 -0.26
H 8.90 -1.80 -1.50
H 7.82 -2.44 1.33
H 8.58 -3.66 0.28
H 6.26 -0.81 -1.28
H 5.54 -1.11 0.34
H 4.01 -2.82 -1.05
H 4.45 -1.81 -2.42
H 1.29 1.70 -0.94
H 2.50 -3.30 0.26
H 1.42 -2.46 1.39
H 3.19 -2.37 1.58
Se 2.56 3.51 2.89
N 3.42 2.69 4.19
C 3.01 1.43 4.20
C 3.40 0.39 5.10
C 2.83 -0.83 4.90
C 1.88 -1.06 3.85
N 1.50 -0.13 3.02
C 2.06 1.10 3.19
N 1.68 2.05 2.37
H 4.09 0.57 5.90
H 3.08 -1.65 5.56
H 1.41 -2.03 3.73
C -5.68 -2.39 0.63
C -4.94 -1.23 0.44
C -3.66 -1.30 -0.07
C -3.11 -2.55 -0.39
C -3.87 -3.72 -0.20
C -5.15 -3.63 0.30
Si -1.42 -2.66 -1.00
C -1.06 -1.79 -2.56
C 0.22 -1.38 -2.98
C 0.43 -0.95 -4.28
C -0.62 -0.95 -5.19
C -1.89 -1.35 -4.79
C -2.11 -1.75 -3.48
C -0.29 -4.06 -0.74
C 0.66 -4.37 -1.73
C 1.49 -5.47 -1.59
C 1.38 -6.28 -0.47
C 0.43 -6.00 0.51
C -0.40 -4.90 0.37
H -6.68 -2.32 1.05
H -5.36 -0.26 0.70
H -3.07 -0.40 -0.21
H -3.45 -4.69 -0.45
H -5.74 -4.53 0.45
H 1.04 -1.41 -2.28
H 1.41 -0.62 -4.59
H -0.45 -0.64 -6.21
H -2.71 -1.34 -5.50
H -3.11 -2.05 -3.18
H 0.74 -3.75 -2.62
H 2.23 -5.69 -2.36
H 2.03 -7.14 -0.37
H 0.34 -6.64 1.38
H -1.12 -4.69 1.15
*
```

Results
frontier orbital gap (alpha / beta) = 5.20 / 5.21 eV
largest force on an atom = 0.0160 Eh/bohr
E_LUMO (alpha / beta) = -4.1 / -4.1 eV
HOMO energy (alpha / beta) = -9.3 / -9.3 eV